Computed, not measured: C27H21Cl5N3O3Pt as an isolated structure at a distorted geometry, with the ωB97M-V functional and the def2-TZVPD basis.

## Properties
net charge: +1
energy: -104785.84260 eV
multiplicity: 5
E_LUMO (alpha / beta): -4.02 / -4.45 eV
⟨S²⟩: 6.051

```
60
Properties=species:S:1:pos:R:3:forces:R:3:nbo_charge:R:1
Pt 0.0790 0.6835 -0.1127 0.0 -0.4 1.0 1.191
O -3.2979 1.7469 1.9222 0.0 0.0 0.0 -0.608
C -2.2360 1.2877 1.5565 0.0 0.1 0.0 0.745
O -1.3917 1.8788 0.7702 0.1 0.1 -0.2 -0.776
C -1.8065 -0.0800 2.0436 0.0 0.0 0.0 0.100
C -2.4508 -0.6891 3.1040 0.0 0.0 0.0 -0.200
C -1.9803 -1.9102 3.5573 0.0 0.0 0.0 -0.136
C -0.8850 -2.4802 2.9263 0.0 0.0 0.0 -0.237
C -0.3010 -1.8165 1.8635 0.0 -0.1 -0.1 0.054
N -0.7597 -0.6435 1.4304 0.0 0.1 0.0 -0.440
H -3.2946 -0.1791 3.5466 0.0 0.0 0.0 0.262
H -2.4532 -2.4064 4.3941 0.0 0.0 0.0 0.235
H -0.4788 -3.4291 3.2469 0.0 0.0 0.0 0.236
H 0.5510 -2.2291 1.3414 0.0 0.0 0.0 0.225
C 3.0208 0.8696 -1.7745 -0.1 0.0 0.0 0.043
N 2.2288 1.8041 -1.7562 0.3 0.0 -0.1 -0.414
C 1.7645 2.7289 -2.6685 -0.1 -0.2 0.2 0.067
C 0.4302 2.8628 -2.6672 0.0 0.1 0.0 0.086
C -0.4154 3.7103 -3.4930 0.1 0.0 0.0 -0.174
C -1.6782 3.5143 -3.0751 0.0 0.0 0.0 -0.253
C -1.6088 2.5419 -1.9949 0.0 0.0 0.0 0.160
N -0.3934 2.1538 -1.7559 0.1 -0.3 -0.2 -0.519
C 1.0818 -0.7848 -0.9183 -0.2 -0.7 -1.0 -0.246
C 0.6206 -1.8687 -1.5620 0.0 0.4 0.0 -0.358
C 1.1493 -3.2029 -1.7314 0.3 -0.2 0.1 -0.187
C 2.0424 -3.8579 -0.9568 -0.2 0.2 -0.2 -0.211
C 2.7286 -3.3347 0.2076 0.1 -0.1 -0.2 -0.415
C 2.9806 -2.0882 0.5541 -0.1 -0.1 0.6 -0.071
H 3.3912 -1.2778 -1.4903 -0.1 -0.2 0.0 -0.003
H 3.7512 0.5113 -2.5220 -0.1 0.0 -0.1 0.181
H 2.4220 3.2700 -3.3398 0.0 0.1 0.1 0.227
H -0.0603 4.3774 -4.2620 0.0 0.0 0.0 0.243
H -2.5794 3.9844 -3.4329 0.0 0.0 0.0 0.243
H -2.4299 2.1640 -1.4061 0.0 0.0 0.0 0.240
H -0.3834 -1.7235 -1.9583 -0.1 -0.1 0.1 0.269
H 0.6386 -3.8023 -2.4759 0.1 0.1 -0.1 0.230
H 2.1840 -4.9143 -1.1474 0.1 0.0 0.0 0.233
H 3.1176 -4.0817 0.8999 -0.1 0.0 0.1 0.264
H 4.1226 -0.2551 -0.0697 0.0 0.0 0.1 0.079
Cl 0.5828 2.5676 2.8357 0.0 0.0 0.0 0.165
C 2.1210 1.9136 2.8680 0.1 0.0 0.0 0.008
C 2.6914 1.0087 1.9101 -0.2 0.1 0.1 -0.230
C 1.9933 0.4761 0.8142 0.3 0.9 0.3 -0.339
Cl 2.8549 -0.5273 -0.4426 -0.1 0.2 -0.6 0.903
C 4.0280 0.8360 2.4056 -0.1 -0.1 0.0 0.011
Cl 5.2868 -0.1337 1.8104 0.1 0.0 0.1 0.123
C 4.2388 1.6151 3.6059 0.0 0.0 0.1 -0.139
Cl 5.6834 1.6544 4.4895 0.0 0.0 0.0 0.106
C 3.0858 2.2627 3.8895 0.0 0.0 0.0 -0.104
Cl 2.7757 3.2855 5.1988 0.0 0.0 0.0 0.115
C -4.1946 -1.8154 -2.4051 0.0 0.0 0.0 -0.722
C -3.6488 -0.6953 -1.5632 0.0 0.0 0.0 0.626
C -4.6529 0.1748 -0.8614 0.0 0.0 0.0 -0.736
O -2.4495 -0.5153 -1.4577 0.0 0.1 0.0 -0.605
H -4.7789 -2.4932 -1.7797 0.0 0.0 0.0 0.242
H -3.3881 -2.3611 -2.8876 0.0 0.0 0.0 0.232
H -4.8763 -1.4182 -3.1593 0.0 0.0 0.0 0.241
H -5.3343 0.6151 -1.5925 0.0 0.0 0.0 0.240
H -4.1725 0.9534 -0.2745 0.0 0.0 0.0 0.248
H -5.2662 -0.4383 -0.1974 0.0 0.0 0.0 0.247
```
Forces are in eV/Å.